Density functional theory data (ωB97M-V with the def2-TZVPD basis set) for a structure of composition C36H41Cl5N3O4P2V.

XYZ file:
```
92
Properties=species:S:1:pos:R:3:forces:R:3
V 0.8062 -0.4123 0.1379 -0.2 0.1 0.4
Cl 4.3735 -0.4071 1.8906 0.0 0.0 0.0
Cl 0.4458 -3.0058 -0.6592 0.2 0.0 0.3
Cl 5.7798 -3.1092 2.5374 0.0 0.0 0.0
Cl 4.5468 -5.7985 1.5489 0.0 0.0 0.0
Cl 1.8685 -5.7650 -0.0901 0.0 0.0 0.0
P 1.1023 0.0848 -2.3863 0.1 0.0 0.1
P 0.7336 1.7745 1.4603 -0.2 0.0 0.0
O -3.0375 -1.9641 5.1793 -0.3 -0.2 0.0
O -0.1415 -0.8812 1.9942 0.4 0.0 -0.4
O -1.1258 -0.9417 3.9766 0.1 0.0 -0.1
O -4.6668 -3.3619 4.5738 0.0 0.0 0.0
N -1.0025 0.4299 -0.6048 0.0 -0.2 0.0
N -2.1783 -2.5247 0.9038 -0.1 0.0 0.1
N -3.8394 -3.4612 1.9966 0.1 0.0 0.0
C 3.6315 -1.9039 1.3646 0.1 0.1 0.0
C 2.3926 2.1244 3.7239 0.0 0.0 0.0
C -3.2061 -3.3336 0.8053 0.0 0.0 0.0
C -1.4890 -0.2841 -1.6870 0.0 0.0 -0.1
C -3.6533 2.8022 0.4368 0.0 0.0 -0.1
C -2.2267 -1.7955 -3.9688 0.0 0.0 0.0
C 3.7507 -4.3034 1.2144 0.0 0.0 0.0
C 2.4303 -2.3307 -3.2008 0.0 0.0 0.1
C -0.9209 -1.3480 -3.8147 0.0 0.0 -0.1
C 0.9800 1.7007 -3.3346 0.1 0.0 0.0
C -0.5481 -0.6070 -2.7041 0.0 0.0 0.0
C -2.7924 -0.7786 -1.8470 0.0 0.0 0.0
C 1.0421 1.5456 3.2929 0.0 0.0 0.0
C -3.1490 -1.5024 -2.9734 0.0 0.0 0.0
C 2.5607 -4.2946 0.4903 0.1 0.0 0.0
C 2.4425 -1.8349 0.6604 0.0 0.0 0.0
C -2.9905 1.8256 -0.2779 -0.1 0.0 0.0
C 3.7268 -0.2074 -2.9475 0.0 0.0 0.0
C 4.2938 -3.0963 1.6546 0.0 0.0 0.0
C -3.6813 -2.6981 4.3060 0.1 0.1 0.2
C -1.6971 1.3811 0.0812 0.0 0.1 0.0
C -0.2916 2.4686 -2.9675 0.0 0.0 0.0
C 1.9659 -3.0668 0.2487 -0.2 0.0 -0.1
C 1.6178 3.6366 -0.4262 0.0 0.0 -0.1
C 1.0272 1.5482 -4.8573 0.0 0.0 0.0
C -1.0545 2.0742 1.1555 0.0 0.0 0.0
C -2.1308 -2.1290 2.2146 0.0 0.0 0.1
C 1.5558 3.3958 1.0747 0.0 0.1 0.1
C -3.1632 -2.7025 2.9164 -0.2 -0.1 -0.1
C -3.6125 -4.0577 -0.4296 0.0 0.0 0.0
C 1.0112 4.6393 1.7738 0.0 0.0 -0.1
C -1.7653 3.0451 1.8584 0.0 0.0 0.0
C -1.0549 -1.2482 2.7599 -0.2 -0.1 0.0
C -3.0638 3.4072 1.5372 0.1 0.0 0.0
C 2.3847 -0.8160 -3.3727 0.0 0.1 -0.1
C -0.0382 1.9619 4.2877 0.0 0.0 0.0
H -0.4979 2.4793 -1.9012 0.0 0.0 0.0
H 2.5797 3.2274 1.4188 0.0 0.0 0.0
H -1.1527 2.0136 -3.4624 0.0 0.0 0.0
H 3.9150 -0.4091 -1.8893 0.0 0.0 0.0
H 3.1283 -2.7503 -3.9298 0.0 0.0 0.0
H 2.6660 1.6950 4.6903 0.0 0.0 0.0
H 0.3405 0.7708 -5.2000 0.0 0.0 0.0
H 3.7568 0.8758 -3.0902 0.0 0.0 0.0
H 2.0235 1.3258 -5.2380 0.0 0.0 0.0
H 2.2315 -0.5963 -4.4296 -0.1 0.0 -0.1
H -4.6489 3.0951 0.1223 0.0 0.0 0.0
H -1.0105 1.5441 4.0389 0.0 0.0 0.0
H 1.6877 5.4823 1.6049 0.0 0.0 0.0
H -2.5123 -2.3692 -4.8405 0.0 0.0 0.0
H 3.1961 1.8919 3.0289 0.0 -0.1 0.0
H -1.2832 3.5488 2.6816 0.0 0.0 0.0
H -0.2068 3.4989 -3.3214 0.0 0.0 0.0
H 4.5393 -0.6418 -3.5345 0.0 0.0 0.0
H -4.6275 -3.7975 -0.7369 0.0 0.0 0.0
H 0.0369 4.9118 1.3654 0.0 0.0 0.0
H -3.5153 -0.6278 -1.0585 0.0 0.0 0.0
H 2.3479 3.2084 3.8467 0.0 0.0 0.0
H -3.5859 4.1570 2.1162 0.0 0.0 0.0
H -3.5688 -5.1384 -0.2838 0.0 0.0 0.0
H 2.7958 -2.5956 -2.2076 0.0 0.0 0.0
H -2.9263 -3.7839 -1.2278 0.0 0.0 0.0
H 0.6303 3.8852 -0.8185 0.0 0.0 0.0
H 1.8486 2.2895 -3.0286 0.0 0.0 0.1
H 0.9007 4.5133 2.8493 0.0 0.0 0.0
H -0.1147 3.0478 4.3805 0.0 0.0 0.0
H 1.1090 0.4588 3.3531 0.0 0.0 0.0
H 0.2350 1.5706 5.2706 0.0 0.0 0.0
H -4.6436 -4.0155 2.2442 0.0 0.0 0.0
H 2.2859 4.4731 -0.6501 0.0 0.0 0.0
H 1.9834 2.7541 -0.9512 0.0 0.0 0.0
H -3.4736 1.4050 -1.1464 0.0 0.0 0.0
H -0.1824 -1.5800 -4.5753 0.0 0.0 0.0
H -2.2386 -1.5020 4.7156 0.2 0.1 0.0
H 0.7062 2.4862 -5.3178 0.0 0.0 0.0
H -4.1663 -1.8666 -3.0604 0.0 0.0 0.0
H 1.4621 -2.8100 -3.3349 0.0 0.0 0.0
```
Forces are in eV/Å.

Spin multiplicity: 4
⟨S²⟩: 3.7621
LUMO (spin up / spin down): 0.0874 / 0.0875 Ha
Charge: -1
HOMO (spin up / spin down): -4.1 / -4.5 eV

=====

Density functional theory data (ωB97M-V with the def2-TZVPD basis set) for an isolated molecule of C4H8O2.

XYZ file:
```
14
Properties=species:S:1:pos:R:3:forces:R:3
O 0.7253 -1.2589 -1.1525 0.0 -0.2 -0.1
O -1.7264 0.1596 1.1435 -0.2 -0.1 -0.1
C 0.1276 1.0990 -0.9604 0.0 0.1 0.0
C 0.6913 -0.3149 1.1516 0.1 0.1 0.1
C 0.2754 -0.2436 -0.3003 0.0 0.1 0.1
C -0.6987 -0.6965 0.7416 0.2 -0.2 -0.1
H 1.3621 -1.1093 1.4692 -0.1 0.1 -0.1
H 0.8002 0.6293 1.6754 0.0 -0.1 0.0
H 1.1056 1.5618 -1.1452 -0.1 -0.1 0.1
H -0.9296 -1.7636 0.7496 0.0 0.2 0.0
H -0.4483 1.7682 -0.3205 0.1 0.0 -0.1
H 1.5111 -0.9312 -1.6005 0.1 -0.1 0.0
H -0.3827 1.0014 -1.9259 0.0 0.0 0.2
H -2.4142 0.1096 0.4673 0.0 0.1 0.2
```
Forces are in eV/Å.

LUMO: 0.0319 Ha
HOMO: -9.4 eV
SMILES string: C[C@@]1(O)C[C@H]1O

=====

Density functional theory data (ωB97M-V with the def2-TZVPD basis set) for an isolated molecule of C3H8N2S in a non-equilibrium geometry.

XYZ file:
```
14
Properties=species:S:1:pos:R:3:forces:R:3
S 2.1927 -0.4709 0.3279 1.6 -1.4 0.5
N -0.5274 -1.3494 -0.7362 0.9 -0.8 -0.2
N 1.6706 0.8430 -0.5091 -0.5 1.2 0.4
C 0.4241 1.0553 -0.6187 -1.1 0.0 -1.1
C -0.7816 0.0190 -0.4089 0.3 2.1 1.0
C -1.1715 0.1894 1.0774 -0.6 -1.3 0.1
H 3.5309 -0.1733 0.3491 -0.8 0.0 -0.2
H 0.3342 -1.6580 -0.2907 -0.4 -0.2 0.4
H 0.2074 2.1118 -0.9150 -0.3 -1.0 -0.2
H -2.0550 -0.4258 1.3186 0.3 0.0 -0.3
H -1.4929 1.1899 1.3245 0.4 0.5 0.0
H -0.3842 -0.1811 1.7388 0.1 0.4 0.0
H -0.2639 -1.4989 -1.7074 -0.5 0.4 -0.2
H -1.6835 0.3490 -0.9502 0.7 0.1 -0.3
```
Forces are in eV/Å.

LUMO: 0.0283 Ha
HOMO: -8.7 eV
SMILES string: C[C@H](N)/C=N\S

=====

Values for energy relative to the best compared isomer or geometry (same formula, charge and spin), eV, ordered as above
0.491; 1.787; 1.961